Formula: C4H7NO
Source: the OMol25 dataset
Level of theory: the ωB97M-V functional and the def2-TZVPD basis

Geometry as ORCA input:
```
! wB97M-V def2-TZVPD RIJCOSX def2/J DEFGRID3
* xyz 0 1
C 1.8283 -0.2720 0.5224
C 0.6392 0.4610 -0.0359
O 0.5110 1.6595 0.1404
C -0.4704 -0.2948 -0.7123
C -1.6924 -0.2601 0.1404
N -1.6170 0.5165 -1.0748
H 2.6129 -0.3925 -0.2325
H 1.5486 -1.2615 0.8954
H 2.2142 0.3411 1.3383
H -0.2449 -1.1502 -1.3487
H -1.5597 0.2390 1.1031
H -2.4094 -1.0724 0.1295
H -1.3602 1.4865 -0.8654
*
```

LUMO in eV: 1.00
Relative energy (zero: lowest compared OMol25 entry of this formula, charge and spin) in eV: 1.725
Frontier orbital gap in eV: 10.93
Calculated total energy in a.u.: -286.568250

Mulliken population analysis, charges in e, atoms 1 to 4: C -1.128; C 0.734; O -0.582; C -0.164